(1)
DFT (ωB97M-V/def2-TZVPD) results for C3H9NO2S in the gas phase.

calculated total energy: -19675.7877 eV
HOMO level: -9.676 eV
lowest unoccupied orbital energy: 0.8 eV
frontier orbital gap: 10.52 eV

```
16
Properties=species:S:1:pos:R:3:forces:R:3
C 0.64952 1.53193 -0.42571 0.39 -3.36 2.14
C -0.90370 0.18955 1.36326 0.19 1.86 -2.57
C -0.04640 0.21785 0.12032 -0.28 -0.38 -2.36
N -0.87887 -0.37564 -1.02440 -0.74 1.98 2.30
O 2.01764 -1.01926 -0.89055 0.33 -0.42 -0.46
O 0.23941 -2.28623 0.53170 3.00 0.06 2.25
S 1.32313 -1.01915 0.38814 -1.84 -0.22 0.17
H 1.14632 1.18763 -1.31206 0.08 0.34 -0.69
H -0.15687 2.18287 -0.55421 -0.66 1.69 -0.29
H 1.43417 1.76097 0.30111 -0.30 0.91 -0.09
H -1.22569 -0.80023 1.39572 -1.33 -1.22 0.47
H -1.63802 0.99875 1.30100 -0.19 -0.51 0.26
H -0.22077 0.35549 2.09919 1.44 0.68 2.91
H -0.38475 -2.40922 -0.13908 -1.62 0.18 -2.03
H -1.10747 0.39816 -1.64218 -0.14 -0.15 -0.02
H -0.24767 -0.91346 -1.51225 1.68 -1.45 -2.00
```
Positions in Å, forces in eV/Å.

Here are the natural (NBO) charges for atoms 1 to 6, given in e: atom 1 (C): -0.64, atom 2 (C): -0.64, atom 3 (C): -0.03, atom 4 (N): -0.86, atom 5 (O): -0.95, atom 6 (O): -0.91

---

(2)
DFT (ωB97M-V/def2-TZVPD) results for 2 unconnected molecules or ions with the total composition C3H9NO2S2.

calculated total energy: -30512.4626 eV
HOMO level: -9.170 eV
lowest unoccupied orbital energy: 0.4 eV
frontier orbital gap: 9.60 eV
SMILES: O=CNCCSS.O

```
17
Properties=species:S:1:pos:R:3:forces:R:3
O 0.98548 -4.07269 1.28055 0.02 0.14 0.02
C 1.16838 -2.89342 1.04289 -0.14 -0.91 -0.06
N 0.62718 -2.28295 -0.03989 -0.11 0.48 0.48
C 0.61975 -0.85066 -0.31868 1.35 -0.15 0.07
C 0.76142 0.04364 0.91619 -0.74 -0.02 -0.43
S -0.08267 1.63742 0.69643 -0.12 0.03 0.24
S 1.25474 2.77366 -0.34374 0.15 0.10 -0.02
H 1.80838 -2.30915 1.71346 0.03 0.46 -0.22
H -0.04031 -2.85415 -0.52541 -0.05 -0.17 -0.15
H 1.48509 -0.61585 -0.93967 -0.01 0.03 -0.30
H -0.24278 -0.61625 -0.91694 -0.55 0.10 0.08
H 1.79969 0.24208 1.14396 0.18 -0.06 0.21
H 0.26856 -0.41560 1.77391 0.01 0.10 0.11
H 0.76684 2.63752 -1.58704 -0.02 -0.13 -0.02
O -3.43928 3.30938 -1.06610 0.14 -0.03 -0.13
H -3.37062 3.03629 -1.98879 -0.08 0.05 0.17
H -4.36984 3.23072 -0.84114 -0.05 -0.02 -0.04
```
Positions in Å, forces in eV/Å.

Here are the natural (NBO) charges for atoms 1 to 6, given in e: atom 1 (O): -0.61, atom 2 (C): 0.51, atom 3 (N): -0.62, atom 4 (C): -0.23, atom 5 (C): -0.56, atom 6 (S): 0.12

---

(3)
DFT (ωB97M-V/def2-TZVPD) results for C3H9NO2S2 in the gas phase.

calculated total energy: -30510.3967 eV
HOMO level: -8.961 eV
lowest unoccupied orbital energy: 0.7 eV
frontier orbital gap: 9.64 eV
SMILES: CSN(C)S(C)(=O)=O

```
17
Properties=species:S:1:pos:R:3:forces:R:3
C 2.09649 1.29643 1.38971 -2.43 -1.17 -1.30
S 1.23637 -0.31784 1.44029 -0.06 -0.16 -0.49
N -0.00510 0.03792 0.35041 -2.47 0.10 0.67
C -1.49517 0.27664 0.99352 2.64 3.84 -2.65
S 0.41314 -0.08147 -1.27266 -0.90 -1.67 0.67
C 0.62365 -1.88120 -1.46223 1.13 1.83 -2.92
O -0.73365 0.30297 -2.05501 0.36 0.19 0.44
O 1.70026 0.50875 -1.47735 -0.13 0.44 0.00
H 3.09904 1.09395 1.19595 1.73 0.21 0.00
H 1.77228 1.67014 2.30190 0.44 1.50 1.64
H 1.58407 1.79148 0.55104 0.66 0.06 0.44
H -2.22037 0.52038 0.14022 1.20 -0.47 1.31
H -1.80533 -0.48892 1.61768 -0.27 -1.88 0.79
H -1.30592 1.21098 1.65109 -0.58 -1.47 -1.19
H 0.15754 -2.04789 -2.46031 0.03 -0.37 0.97
H 1.68586 -2.11938 -1.55914 -0.15 0.20 0.18
H 0.21850 -2.35158 -0.64064 -1.21 -1.18 1.44
```
Positions in Å, forces in eV/Å.

Here are the natural (NBO) charges for atoms 1 to 6, given in e: atom 1 (C): -0.73, atom 2 (S): 0.38, atom 3 (N): -0.92, atom 4 (C): -0.38, atom 5 (S): 2.31, atom 6 (C): -0.86

---

(4)
DFT (ωB97M-V/def2-TZVPD) results for 2 unconnected molecules or ions with the total composition C3H9NO3.

calculated total energy: -10889.3684 eV
HOMO level: -9.188 eV
lowest unoccupied orbital energy: 0.7 eV
frontier orbital gap: 9.84 eV
SMILES: NCCC(=O)O.O

```
16
Properties=species:S:1:pos:R:3:forces:R:3
N -1.10948 1.20075 -1.43523 -0.05 -0.40 0.58
C -1.33994 0.66674 -0.05300 -0.96 0.20 -2.63
C -0.12804 -0.05597 0.50543 -1.27 -0.35 1.80
C -0.15782 -0.08000 2.03121 0.36 0.10 0.65
O 0.33394 -0.92410 2.72798 -0.04 -0.39 -0.21
O -0.77107 0.99395 2.57694 -0.60 0.59 -0.78
H -0.30337 0.76397 -1.86804 -0.11 0.08 0.00
H -0.95846 2.19092 -1.39861 0.26 0.34 -0.07
H -1.83313 1.45469 0.49591 0.84 0.41 0.66
H -2.21421 0.02055 -0.19692 0.47 -0.72 0.35
H 0.82329 0.34404 0.20935 0.37 0.39 -0.32
H -0.16527 -1.11856 0.26262 0.22 0.11 -0.34
H -1.09833 0.84518 3.46863 0.51 -0.38 0.29
O 2.59447 -2.07841 -2.54035 0.10 0.07 -0.04
H 3.36053 -1.89572 -3.09636 -0.10 -0.02 0.04
H 2.96688 -2.32802 -1.68957 -0.01 -0.03 0.03
```
Positions in Å, forces in eV/Å.

Here are the natural (NBO) charges for atoms 1 to 6, given in e: atom 1 (N): -0.84, atom 2 (C): -0.24, atom 3 (C): -0.53, atom 4 (C): 0.80, atom 5 (O): -0.59, atom 6 (O): -0.71

---

(5)
DFT (ωB97M-V/def2-TZVPD) results for 2 unconnected molecules or ions with the total composition C3H9NO3.

calculated total energy: -10883.9327 eV
HOMO level (alpha / beta): -8.734 / -8.734 eV
lowest unoccupied orbital energy (alpha / beta): -0.4 / -0.4 eV
frontier orbital gap (alpha / beta): 8.35 / 8.34 eV
SMILES: O=NCO.CCO

```
16
Properties=species:S:1:pos:R:3:forces:R:3
O 1.28652 1.43541 -2.20639 0.10 -1.30 2.03
N 1.23253 1.00437 -1.05642 0.56 2.02 -1.89
C 1.59812 -0.39044 -0.84355 0.55 -1.08 -0.45
O 1.89742 -0.60843 0.50522 -0.14 0.25 -0.06
H 2.46998 -0.60905 -1.48438 -0.29 0.14 0.02
H 0.77555 -1.06123 -1.11556 0.08 0.27 -0.03
H 2.46477 0.11287 0.79991 0.09 -0.06 0.09
C -1.26670 -0.38579 1.46696 0.10 -0.02 -0.19
C -1.66135 -0.14586 0.03046 -2.44 2.94 0.29
O -0.98435 0.86354 -0.67780 6.36 3.34 0.17
H -0.24600 -0.76628 1.52453 -0.02 -0.04 0.05
H -1.32432 0.53394 2.05126 -0.02 0.01 -0.06
H -1.93593 -1.11649 1.91815 -0.04 -0.04 0.02
H -1.73445 -1.04095 -0.58915 -0.08 0.02 0.09
H -2.45941 0.69702 -0.13748 -1.58 -3.48 1.56
H -0.11239 1.47738 -0.18575 -3.23 -2.98 -1.64
```
Positions in Å, forces in eV/Å.

Here are the natural (NBO) charges for atoms 1 to 6, given in e: atom 1 (O): -0.28, atom 2 (N): 0.08, atom 3 (C): 0.00, atom 4 (O): -0.70, atom 5 (H): 0.18, atom 6 (H): 0.21

---

(6)
DFT (ωB97M-V/def2-TZVPD) results for 2 unconnected molecules or ions with the total composition C3H9NO3.

calculated total energy: -10889.5455 eV
HOMO level: -9.936 eV
lowest unoccupied orbital energy: 0.6 eV
frontier orbital gap: 10.55 eV
SMILES: C[C@@H](N)C(=O)O.O

```
16
Properties=species:S:1:pos:R:3:forces:R:3
C 0.13664 -1.26162 -1.69334 0.56 0.08 -0.75
C -0.27419 -0.49715 -0.46337 0.09 1.26 -0.84
N 0.72362 -0.57307 0.60797 -0.54 -0.66 1.04
C -0.38384 1.04405 -0.62391 0.63 -0.44 -0.37
O 0.26607 1.65048 -1.44270 -0.35 -0.12 0.04
O -1.17689 1.60747 0.25406 -0.80 1.18 -0.01
H 0.48890 -2.25134 -1.40301 -0.22 -0.18 -0.06
H -0.64912 -1.34439 -2.43584 -0.45 -0.21 0.16
H 0.94382 -0.80334 -2.27071 0.18 0.27 0.46
H -1.30301 -0.75285 -0.22629 0.19 -0.65 0.92
H 1.14688 -1.48783 0.72090 -0.23 -0.03 -0.06
H 1.46404 0.07150 0.41850 0.60 0.27 -0.43
H -1.06992 1.45005 1.28257 0.17 -0.60 -1.10
O -0.45784 1.01363 2.48314 -0.24 -0.36 0.61
H 0.02184 1.78253 2.79847 0.42 -0.15 0.06
H 0.12299 0.35187 1.99356 -0.01 0.34 0.34
```
Positions in Å, forces in eV/Å.

Here are the natural (NBO) charges for atoms 1 to 6, given in e: atom 1 (C): -0.63, atom 2 (C): -0.16, atom 3 (N): -0.85, atom 4 (C): 0.79, atom 5 (O): -0.59, atom 6 (O): -0.75

---

(7)
DFT (ωB97M-V/def2-TZVPD) results for 2 unconnected molecules or ions with the total composition C3H9NO3.

calculated total energy: -10889.7379 eV
HOMO level: -9.415 eV
lowest unoccupied orbital energy: 0.7 eV
frontier orbital gap: 10.12 eV
SMILES: NCCC(=O)O.O

```
16
Properties=species:S:1:pos:R:3:forces:R:3
N 2.07023 -0.40718 1.12550 0.26 -0.29 -0.06
C 2.12975 0.53153 -0.00782 -0.62 -0.10 -0.01
C 0.72925 1.05708 -0.40819 -1.11 -0.46 -0.68
C -0.26767 0.04426 -1.12423 1.28 -0.12 0.84
O -0.03320 -1.13501 -1.29475 -0.07 1.01 -0.02
O -1.48140 0.58042 -1.41645 0.33 -1.05 -0.37
H 2.99254 -0.57032 1.54431 -0.48 0.23 -0.37
H 1.71882 -1.32890 0.84333 0.10 0.60 -0.06
H 2.69103 1.43588 0.29638 -0.14 -0.56 -0.03
H 2.62121 0.11777 -0.90933 -0.16 0.13 0.29
H 0.10941 1.37109 0.45358 0.66 0.07 -0.13
H 0.89403 1.94662 -1.04615 -0.42 -0.43 0.16
H -1.98127 -0.19150 -1.79890 0.35 0.96 0.48
O -3.98190 -1.23815 0.86485 -0.26 0.28 1.15
H -4.75932 -1.52699 1.39443 0.86 0.33 -0.55
H -3.45150 -0.68655 1.48347 -0.58 -0.60 -0.64
```
Positions in Å, forces in eV/Å.

Here are the natural (NBO) charges for atoms 1 to 6, given in e: atom 1 (N): -0.85, atom 2 (C): -0.21, atom 3 (C): -0.51, atom 4 (C): 0.80, atom 5 (O): -0.61, atom 6 (O): -0.68

---

(8)
DFT (ωB97M-V/def2-TZVPD) results for 2 unconnected molecules or ions with the total composition C3H9NO3.

calculated total energy: -10885.6530 eV
HOMO level: -7.520 eV
lowest unoccupied orbital energy: 0.5 eV
frontier orbital gap: 8.03 eV
SMILES: CC=C(O)O.NO

```
16
Properties=species:S:1:pos:R:3:forces:R:3
C -0.08461 -1.42036 -1.62146 0.29 0.14 0.09
C -0.44541 -0.75166 -0.32113 -1.91 0.94 -0.63
C -0.88390 0.55075 -0.24762 -0.49 -2.42 -0.45
O -0.69726 1.49157 -1.20644 0.13 0.05 0.66
O -1.64631 0.94808 0.79310 0.88 0.67 -0.95
H 0.52145 -0.78123 -2.26996 0.03 -0.10 -0.09
H 0.50203 -2.32050 -1.42430 0.01 0.10 -0.13
H -0.98247 -1.72005 -2.17129 0.10 0.01 -0.06
H -0.94574 -1.41594 0.38329 0.43 0.30 0.29
H -0.09149 1.14588 -1.87797 -0.15 0.00 0.13
H -1.66179 1.91832 0.76160 -0.14 -0.12 0.27
N 1.48612 0.48683 1.38970 1.26 -2.07 -1.45
O 1.10473 0.70911 2.76044 -1.61 0.54 -0.42
H 1.37900 1.39288 0.92204 -0.14 -0.49 0.66
H 1.00876 -0.33238 0.69495 0.63 2.79 3.35
H 1.43689 0.09869 3.43506 0.69 -0.34 -1.26
```
Positions in Å, forces in eV/Å.

Here are the natural (NBO) charges for atoms 1 to 6, given in e: atom 1 (C): -0.62, atom 2 (C): -0.50, atom 3 (C): 0.67, atom 4 (O): -0.69, atom 5 (O): -0.64, atom 6 (H): 0.19

---

What is the calculated total energy in the second record?
-30512.4626 eV

---

Look up the calculated total energy of the sixth one.
-10889.5455 eV

---

What is the calculated total energy in the first record?
-19675.7877 eV